{"formula": "C49H37BrClIN3O5SSbTl", "method": "ωB97M-V with the def2-TZVPD basis set", "lumo_energy_ev": -4.7976, "total_charge": 1, "energy_ha": -6572.51717, "relative_energy_kj_mol": 0.0, "species": ["Tl", "O", "C", "O", "C", "C", "C", "N", "C", "C", "C", "C", "C", "C", "C", "N", "C", "C", "C", "C", "C", "N", "H", "H", "H", "H", "H", "H", "H", "H", "H", "H", "Br", "C", "C", "C", "C", "C", "C", "I", "H", "H", "H", "H", "S", "Sb", "C", "C", "C", "C", "C", "C", "C", "C", "C", "C", "C", "C", "C", "C", "C", "C", "C", "C", "H", "H", "H", "H", "H", "H", "H", "H", "H", "H", "H", "H", "H", "H", "H", "C", "C", "C", "C", "Cl", "C", "C", "C", "O", "C", "C", "O", "O", "H", "H", "H", "H", "H", "H", "H", "H"], "xyz": [[-0.420, -0.731, -0.720], [-2.225, 3.998, 4.448], [-2.434, 4.225, 3.248], [-2.917, 5.166, 2.587], [-1.945, 3.072, 2.324], [-0.903, 2.242, 2.714], [-0.468, 1.262, 1.846], [-1.015, 1.123, 0.628], [-2.034, 1.906, 0.246], [-2.515, 2.897, 1.070], [-2.550, 1.728, -1.140], [-3.764, 2.271, -1.542], [-4.156, 2.140, -2.860], [-3.311, 1.504, -3.762], [-2.131, 0.978, -3.283], [-1.771, 1.060, -1.996], [0.620, 0.314, 2.186], [0.909, -0.053, 3.489], [1.917, -0.979, 3.704], [2.613, -1.491, 2.617], [2.258, -1.064, 1.351], [1.281, -0.175, 1.140], [-0.453, 2.385, 3.690], [-3.300, 3.575, 0.761], [-4.398, 2.782, -0.831], [-5.108, 2.540, -3.187], [-3.570, 1.409, -4.809], [-1.426, 0.484, -3.942], [0.329, 0.340, 4.314], [2.148, -1.303, 4.711], [3.404, -2.218, 2.745], [2.768, -1.432, 0.467], [-3.365, -4.938, -4.858], [-1.764, -5.211, -3.901], [-1.193, -6.475, -3.909], [-0.027, -6.713, -3.197], [0.584, -5.685, -2.495], [0.029, -4.414, -2.496], [-1.150, -4.188, -3.188], [-2.013, -2.278, -3.149], [-1.671, -7.266, -4.471], [0.403, -7.706, -3.193], [1.493, -5.864, -1.936], [0.509, -3.621, -1.946], [1.571, -0.132, -2.311], [2.210, 1.994, -1.574], [3.345, 1.980, 0.183], [3.035, 2.720, 1.321], [3.827, 2.584, 2.454], [4.915, 1.720, 2.446], [5.231, 1.000, 1.300], [4.444, 1.122, 0.166], [0.659, 3.400, -1.688], [0.076, 3.569, -2.943], [-0.962, 4.475, -3.092], [-1.417, 5.204, -1.996], [-0.829, 5.039, -0.749], [0.212, 4.133, -0.590], [3.607, 2.458, -3.064], [4.851, 2.977, -2.712], [5.779, 3.251, -3.708], [5.463, 3.012, -5.038], [4.221, 2.492, -5.384], [3.290, 2.205, -4.398], [2.200, 3.403, 1.341], [3.593, 3.160, 3.340], [5.524, 1.613, 3.335], [6.092, 0.342, 1.290], [4.687, 0.555, -0.727], [0.430, 3.009, -3.802], [-1.417, 4.613, -4.066], [-2.227, 5.912, -2.119], [-1.180, 5.607, 0.107], [0.656, 4.017, 0.388], [5.098, 3.166, -1.674], [6.749, 3.652, -3.442], [6.191, 3.225, -5.811], [3.980, 2.303, -6.422], [2.334, 1.772, -4.667], [-2.418, -2.685, 5.697], [-3.117, -3.463, 4.613], [-4.435, -3.868, 4.740], [-5.058, -4.586, 3.729], [-6.707, -5.102, 3.930], [-4.382, -4.893, 2.572], [-3.056, -4.492, 2.428], [-2.430, -3.799, 3.447], [-1.107, -3.415, 3.420], [-0.336, -3.738, 2.305], [-0.487, -2.738, 1.165], [0.278, -2.901, 0.177], [-1.313, -1.812, 1.264], [-3.086, -2.505, 6.538], [-2.074, -1.722, 5.312], [-1.537, -3.223, 6.051], [-4.986, -3.624, 5.640], [-4.877, -5.444, 1.784], [-2.541, -4.717, 1.503], [-0.544, -4.731, 1.902], [0.707, -3.697, 2.613]], "mulliken_charge": [1.35, -0.70, 0.29, -0.69, -0.82, -1.11, 0.91, 0.38, 1.47, -1.13, 0.19, -0.79, -0.74, -1.07, -1.19, 0.72, 0.71, -1.07, -1.02, -0.97, -0.58, 1.19, 0.69, 0.56, 0.60, 0.49, 0.56, 1.01, 0.56, 0.51, 0.53, 0.26, -0.19, -0.06, -0.42, -0.59, -0.74, -0.13, 0.30, 0.38, 0.41, 0.39, 0.42, 0.44, -0.45, 1.49, 0.51, -0.45, -0.68, -0.66, -0.82, -0.58, 1.23, -0.95, -0.48, -0.96, -0.76, -0.13, 0.75, -0.35, -0.72, -0.49, -0.82, -0.50, 0.53, 0.48, 0.42, 0.45, 0.53, 0.21, 0.48, 0.45, 0.50, 0.12, 0.42, 0.41, 0.40, 0.41, 0.29, -1.17, 0.74, -0.78, 0.14, -0.22, -1.00, -0.53, 0.96, -0.44, -1.44, 1.67, -0.81, -0.82, 0.40, 0.14, 0.30, 0.39, 0.43, 0.44, 0.58, 0.42]}



{"formula": "C49H38CsF3N2O5P2S", "method": "ωB97M-V with the def2-TZVPD basis set", "lumo_energy_ev": 3.7021, "total_charge": -2, "energy_ha": -3776.56299, "relative_energy_kj_mol": 103.2, "species": ["Cs", "F", "C", "F", "F", "C", "C", "C", "C", "N", "C", "S", "H", "H", "H", "O", "C", "O", "C", "C", "C", "C", "C", "C", "C", "C", "C", "N", "H", "H", "H", "H", "H", "H", "C", "C", "P", "C", "C", "C", "C", "C", "C", "C", "C", "C", "C", "C", "C", "P", "C", "C", "C", "C", "C", "C", "C", "C", "C", "C", "C", "C", "H", "H", "H", "H", "H", "H", "H", "H", "H", "H", "H", "H", "H", "H", "H", "H", "H", "H", "H", "H", "H", "H", "H", "H", "O", "C", "C", "C", "C", "C", "C", "C", "O", "O", "H", "H", "H", "H", "H"], "xyz": [[2.463, -1.526, -0.630], [-5.530, -3.903, -1.237], [-4.170, -3.744, -1.213], [-3.771, -4.355, -0.083], [-3.723, -4.483, -2.238], [-3.790, -2.297, -1.283], [-4.805, -1.362, -1.317], [-4.499, -0.010, -1.380], [-3.149, 0.316, -1.390], [-2.159, -0.553, -1.344], [-2.416, -1.891, -1.292], [-1.118, -2.991, -1.253], [-5.835, -1.689, -1.302], [-5.262, 0.757, -1.415], [-2.850, 1.363, -1.449], [3.843, -0.978, 2.564], [2.619, -0.905, 2.365], [1.993, -0.136, 1.601], [1.742, -1.921, 3.104], [1.845, -2.021, 4.518], [0.967, -2.819, 5.184], [-0.007, -3.548, 4.450], [-0.977, -4.378, 5.057], [-1.899, -5.040, 4.293], [-1.891, -4.901, 2.887], [-0.962, -4.109, 2.269], [0.000, -3.413, 3.043], [0.875, -2.593, 2.394], [2.620, -1.458, 5.021], [0.994, -2.907, 6.265], [-0.981, -4.476, 6.138], [-2.644, -5.670, 4.764], [-2.633, -5.413, 2.287], [-0.961, -3.961, 1.193], [0.651, 2.716, -0.095], [1.578, 1.694, -0.741], [2.142, 2.062, -2.481], [0.612, 2.103, -3.469], [0.555, 2.853, -4.648], [-0.530, 2.752, -5.503], [-1.571, 1.879, -5.208], [-1.514, 1.120, -4.050], [-0.434, 1.234, -3.182], [2.552, 3.840, -2.291], [1.647, 4.899, -2.384], [2.048, 6.204, -2.143], [3.364, 6.477, -1.794], [4.277, 5.436, -1.698], [3.874, 4.132, -1.956], [0.569, 2.709, 1.758], [-0.080, 4.420, 2.004], [-1.129, 4.725, 2.873], [-1.492, 6.041, 3.135], [-0.814, 7.092, 2.537], [0.245, 6.807, 1.684], [0.609, 5.494, 1.432], [-0.916, 1.690, 2.055], [-2.178, 1.978, 1.538], [-3.253, 1.139, 1.779], [-3.072, -0.022, 2.522], [-1.822, -0.324, 3.038], [-0.752, 0.534, 2.814], [-0.355, 2.648, -0.523], [0.996, 3.722, -0.335], [1.143, 0.691, -0.751], [2.512, 1.572, -0.176], [1.372, 3.518, -4.907], [-0.555, 3.347, -6.410], [-2.414, 1.785, -5.882], [-2.303, 0.421, -3.803], [-0.448, 0.609, -2.294], [0.613, 4.693, -2.636], [1.324, 7.008, -2.212], [3.676, 7.495, -1.595], [5.307, 5.634, -1.426], [4.594, 3.324, -1.888], [-1.680, 3.924, 3.348], [-2.318, 6.237, 3.809], [-1.100, 8.117, 2.737], [0.800, 7.610, 1.211], [1.459, 5.321, 0.780], [-2.319, 2.870, 0.934], [-4.223, 1.364, 1.355], [-3.902, -0.702, 2.674], [-1.667, -1.243, 3.595], [0.231, 0.285, 3.186], [3.460, -5.722, -3.974], [2.900, -5.895, -2.731], [2.027, -6.943, -2.479], [1.456, -7.089, -1.221], [1.777, -6.196, -0.215], [2.666, -5.159, -0.478], [3.233, -4.980, -1.733], [4.102, -3.754, -2.035], [5.284, -3.770, -1.666], [3.454, -2.800, -2.539], [3.035, -6.334, -4.582], [1.776, -7.635, -3.279], [0.751, -7.892, -1.042], [1.324, -6.281, 0.765], [2.913, -4.467, 0.320]], "mulliken_charge": [1.19, -0.35, 0.30, -0.16, -0.26, -0.02, -0.22, -1.23, -0.33, 0.23, -0.14, -0.23, 0.44, 0.45, 0.47, -0.79, -0.42, -0.28, 0.66, -0.68, -1.00, 1.43, -0.76, -0.50, -0.80, 0.01, -0.51, 0.39, 0.51, 0.38, 0.37, 0.35, 0.51, 0.31, 1.11, 0.16, -0.32, 0.40, -0.65, -0.56, -0.72, -0.67, 0.01, 0.22, -0.07, -0.47, -0.48, -0.58, -0.48, 0.10, 0.56, -0.45, -0.59, -0.48, -0.59, -0.53, 0.32, 0.23, -0.82, -0.48, -0.34, -0.83, -0.02, -1.09, -0.77, 0.74, 0.43, 0.36, 0.38, 0.49, 0.61, 0.28, 0.39, 0.37, 0.40, 0.39, 0.35, 0.37, 0.35, 0.40, 0.37, 0.62, 0.33, 0.37, 0.43, 0.20, -0.57, 1.23, -0.75, -0.59, -0.86, -0.36, 0.34, -0.01, -0.77, -0.83, 0.27, 0.22, 0.35, 0.38, 0.85]}



{"formula": "C49H38F6N2O6P2PbS2", "method": "ωB97M-V with the def2-TZVPD basis set", "lumo_energy_ev": 4.1384, "total_charge": -2, "energy_ha": -4722.19926, "relative_energy_kj_mol": 173.8, "species": ["Pb", "C", "C", "C", "C", "C", "C", "C", "P", "C", "C", "C", "C", "C", "C", "C", "C", "C", "C", "C", "C", "C", "C", "H", "H", "H", "H", "H", "H", "H", "H", "H", "H", "H", "H", "H", "H", "H", "H", "H", "H", "H", "H", "C", "C", "C", "C", "C", "C", "P", "C", "C", "C", "C", "C", "C", "C", "C", "C", "C", "C", "C", "H", "H", "H", "H", "H", "H", "H", "H", "H", "H", "H", "H", "H", "H", "O", "C", "N", "C", "O", "C", "C", "C", "C", "C", "C", "H", "H", "H", "H", "F", "C", "F", "F", "S", "O", "O", "N", "S", "O", "O", "C", "F", "F", "F"], "xyz": [[-0.314, 0.403, 0.214], [1.613, -5.364, -1.100], [0.607, -4.754, -2.044], [0.248, -5.490, -3.174], [-0.699, -5.032, -4.080], [-1.327, -3.818, -3.857], [-0.976, -3.061, -2.748], [-0.005, -3.500, -1.845], [0.351, -2.339, -0.451], [2.183, -2.452, -0.333], [2.766, -2.791, 0.890], [4.139, -2.732, 1.073], [4.949, -2.344, 0.017], [4.381, -2.032, -1.211], [3.003, -2.073, -1.412], [2.446, -1.735, -2.773], [-0.418, -3.148, 0.964], [-1.155, -4.334, 0.857], [-2.013, -4.732, 1.864], [-2.186, -3.899, 2.978], [-1.469, -2.733, 3.104], [-0.521, -2.332, 2.128], [0.226, -1.122, 2.239], [1.586, -6.453, -1.181], [1.411, -5.092, -0.066], [2.628, -5.030, -1.332], [0.721, -6.454, -3.336], [-0.948, -5.631, -4.949], [-2.085, -3.454, -4.541], [-1.467, -2.110, -2.570], [2.135, -3.120, 1.710], [4.560, -2.959, 2.047], [6.023, -2.282, 0.148], [5.019, -1.728, -2.035], [3.198, -1.230, -3.379], [1.582, -1.071, -2.691], [2.125, -2.638, -3.297], [-1.077, -4.941, -0.037], [-2.574, -5.654, 1.772], [-2.898, -4.180, 3.745], [-1.615, -2.089, 3.967], [1.287, -1.193, 2.010], [0.063, -0.561, 3.158], [0.366, 5.336, 2.498], [-0.643, 4.389, 2.542], [-1.067, 3.768, 1.371], [-0.472, 4.083, 0.149], [0.547, 5.037, 0.116], [0.960, 5.663, 1.282], [-1.006, 3.113, -1.327], [-1.574, 4.431, -2.475], [-1.921, 4.033, -3.771], [-2.515, 4.919, -4.658], [-2.791, 6.224, -4.261], [-2.463, 6.628, -2.976], [-1.864, 5.739, -2.087], [0.669, 2.690, -1.995], [1.336, 3.507, -2.912], [2.660, 3.246, -3.243], [3.319, 2.193, -2.620], [2.641, 1.390, -1.708], [1.286, 1.571, -1.391], [0.708, 5.806, 3.411], [-1.085, 4.107, 3.491], [-1.875, 3.039, 1.407], [1.025, 5.281, -0.826], [1.763, 6.391, 1.249], [-1.723, 3.009, -4.074], [-2.777, 4.591, -5.657], [-3.275, 6.912, -4.944], [-2.679, 7.642, -2.658], [-1.619, 6.061, -1.082], [0.828, 4.353, -3.363], [3.176, 3.874, -3.960], [4.363, 1.997, -2.851], [3.198, 0.595, -1.218], [-3.221, -0.876, -2.040], [-3.685, -0.490, -0.970], [-3.060, 0.281, -0.042], [-3.921, 0.549, 0.985], [-3.713, 1.278, 1.944], [-5.230, -0.183, 0.732], [-6.389, -0.293, 1.470], [-7.424, -1.066, 0.940], [-7.288, -1.689, -0.298], [-6.108, -1.564, -1.034], [-5.090, -0.811, -0.488], [-6.485, 0.204, 2.429], [-8.348, -1.185, 1.496], [-8.108, -2.281, -0.689], [-5.986, -2.041, -2.000], [4.665, 2.338, 4.421], [3.641, 2.650, 3.618], [4.143, 3.026, 2.437], [3.010, 3.703, 4.160], [2.459, 1.232, 3.419], [1.769, 1.575, 2.208], [1.725, 1.189, 4.655], [3.481, 0.057, 3.217], [3.788, -1.182, 4.152], [5.195, -1.468, 4.053], [2.875, -2.278, 3.992], [3.586, -0.785, 5.977], [4.391, -1.665, 6.614], [2.349, -0.995, 6.414], [3.980, 0.437, 6.327]], "mulliken_charge": [2.02, -1.63, 1.48, -0.86, -0.63, -0.70, -1.07, 0.45, 0.79, 2.07, -1.15, -0.64, -1.05, -0.48, 0.10, -1.53, 0.80, -1.24, -0.87, -0.68, -1.01, 1.21, -1.25, 0.55, 0.12, 0.27, 0.41, 0.35, 0.47, 0.30, 0.37, 0.66, 0.36, 0.36, 0.47, 0.11, 0.25, 0.27, 0.41, 0.34, 0.48, -0.21, 0.69, -0.43, -0.37, -0.66, 0.13, 0.04, -0.85, 0.53, -0.09, -0.26, -0.67, -0.42, -0.65, -0.46, 0.91, -0.41, -0.71, -0.86, -0.27, -0.74, 0.34, 0.41, 0.52, 0.42, 0.36, 0.39, 0.37, 0.35, 0.38, 0.31, 0.24, 0.35, 0.37, 0.52, -0.76, -0.09, 0.25, 0.00, -0.77, 0.02, -0.36, -0.43, -0.42, -0.38, 0.24, 0.46, 0.37, 0.37, 0.46, -0.22, 0.50, -0.22, -0.23, 0.84, -0.40, -0.75, -0.28, 1.14, -0.72, -0.58, 0.39, -0.24, -0.21, -0.20]}